[1]
Below is C16H39AlCl2F2N9O16 as an isolated structure, with properties calculated with the ωB97M-V functional and the def2-TZVPD basis.

Structure (ORCA input):
```
! RIJCOSX wB97M-V def2-TZVPD def2/J DEFGRID3
* xyz -1 1
C -0.08 -2.23 -0.91
N 0.29 -1.69 -2.23
C 1.60 -0.98 -2.13
Al 1.46 0.94 -1.36
F 2.31 2.03 -2.64
C -0.45 1.63 -1.23
C -1.25 1.20 0.09
C -0.70 1.87 1.44
F -0.62 0.81 2.42
C 2.50 0.98 0.43
Cl 2.32 -0.34 1.71
C 3.39 2.02 0.78
C 3.65 3.28 -0.18
Cl 4.35 2.05 2.35
H 0.36 -3.27 -0.71
H -1.22 -2.35 -0.90
H 0.17 -1.55 -0.03
H -0.41 -1.04 -2.61
H 2.04 -0.96 -3.19
H 2.35 -1.60 -1.52
H -1.02 1.27 -2.14
H -0.40 2.77 -1.23
H -2.32 1.61 -0.03
H -1.39 0.07 0.20
H 0.28 2.41 1.27
H -1.47 2.63 1.82
H 4.36 2.90 -0.99
H 2.67 3.53 -0.71
H 4.04 4.16 0.40
C 0.07 0.05 5.45
N 0.08 -0.45 6.85
O -0.71 0.06 7.63
O 0.87 -1.34 7.11
H -0.68 0.83 5.36
H 1.06 0.44 5.23
H -0.18 -0.80 4.80
C 3.39 -4.80 -4.57
N 3.10 -3.99 -3.36
O 1.99 -4.10 -2.87
O 3.99 -3.26 -2.96
H 2.51 -5.40 -4.81
H 3.63 -4.12 -5.38
H 4.24 -5.45 -4.33
C 2.31 5.36 -3.30
N 1.34 5.84 -2.29
O 1.68 6.75 -1.56
O 0.26 5.28 -2.26
H 3.23 5.94 -3.21
H 2.51 4.30 -3.10
H 1.86 5.49 -4.28
C 4.56 -4.03 -9.41
N 4.56 -4.55 -8.02
O 3.77 -4.06 -7.23
O 5.35 -5.44 -7.77
H 3.81 -3.24 -9.48
H 5.55 -3.63 -9.61
H 4.32 -4.86 -10.07
C 1.76 7.02 1.55
N 3.11 7.01 2.16
O 3.36 6.09 2.91
O 3.87 7.91 1.86
H 1.20 6.16 1.91
H 1.27 7.95 1.85
H 1.88 6.97 0.47
C -4.98 -0.55 1.55
N -4.84 0.47 0.48
O -4.94 1.64 0.80
O -4.63 0.06 -0.65
H -5.16 -0.04 2.49
H -5.82 -1.18 1.29
H -4.05 -1.11 1.59
C -8.62 -4.15 1.83
N -7.54 -3.22 2.24
O -7.87 -2.22 2.87
O -6.41 -3.51 1.92
H -9.57 -3.77 2.19
H -8.61 -4.21 0.75
H -8.41 -5.12 2.29
C -2.64 -2.63 6.87
N -3.23 -3.53 5.85
O -3.77 -3.02 4.89
O -3.13 -4.73 6.05
H -2.80 -1.60 6.56
H -3.13 -2.83 7.81
H -1.57 -2.85 6.92
*
```

Computed properties:
E_tot: -3691.53773 Ha

Löwdin atomic charge list, values in e, 8 entries: -0.19, -0.21, -0.28, 0.30, -0.32, -0.22, -0.24, -0.16


[2]
Below is C4H4DyFNO7S2 as an isolated structure, with properties calculated with the ωB97M-V functional and the def2-TZVPD basis.

Structure (ORCA input):
```
! RIJCOSX wB97M-V def2-TZVPD def2/J DEFGRID3
* xyz 3 6
O -1.54 2.78 -1.93
S -0.21 2.05 -2.01
O 0.48 2.87 -3.11
O 0.57 1.98 -0.50
C 0.99 0.58 -0.45
F 2.19 0.29 -1.19
C 1.36 0.29 1.07
O 0.78 -0.94 1.60
O 0.94 -0.83 2.96
C -0.21 -0.23 -1.15
O 0.12 -1.57 -1.54
N -1.63 0.03 -0.67
C -2.02 -0.83 0.19
S -2.39 -1.69 1.60
O -0.26 0.42 -2.48
H 2.51 0.21 1.18
H 1.06 1.20 1.72
H 0.09 -0.50 3.36
H 0.19 -2.15 -0.74
Dy -3.01 -3.96 2.07
*
```

Computed properties:
E_tot: -2515.97357 Ha

Löwdin atomic charge list, values in e, 8 entries: -0.04, 1.00, 0.06, -0.03, -0.29, 0.12, -0.02, -0.21


[3]
Below is a 2-piece molecular cluster, C2H4O3 overall, with properties calculated with the ωB97M-V functional and the def2-TZVPD basis.

Structure (ORCA input):
```
! RIJCOSX wB97M-V def2-TZVPD def2/J DEFGRID3
* xyz 0 1
O -1.11 1.50 -0.27
C -0.86 1.72 0.88
H -1.70 1.74 1.60
H 0.14 1.82 1.31
O 1.09 -0.70 0.77
C 1.03 -1.25 -0.29
O -0.05 -1.30 -1.08
H 1.84 -1.81 -0.78
H -0.65 -0.59 -0.77
*
```

Computed properties:
SMILES string: O=CO.C=O
ΔE to the lowest compared entry with this formula, charge and spin: 97.9 kJ/mol

Löwdin atomic charge list, values in e, 8 entries: -0.01, -0.13, 0.09, 0.08, 0.06, -0.39, 0.08, 0.14


no.,largest force on an atom (eV/A)
1,3.97
2,7.92
3,1.17